1.
Computed, not measured: 2 unconnected molecules or ions with the total composition C7H10N2O3 in a non-equilibrium geometry, with ωB97M-V/def2-TZVPD.

Results
HOMO, eV: -7.264
Orbital gap, Eh: 0.29681
Maximum force, eV Å⁻¹: 5.00
Relative energy (zero: lowest compared OMol25 entry of this formula, charge and spin), kJ/mol: 599.8

CARTESIAN COORDINATES (ANGSTROEM)
1 C -0.33 0.12 -1.57
2 C -1.63 0.89 0.28
3 C -1.66 0.47 -1.09
4 C 0.55 0.40 0.41
5 C -4.03 0.84 -1.47
6 C 2.92 -1.82 0.31
7 C 2.63 0.08 1.77
8 N 0.78 0.05 -0.83
9 N -0.55 0.79 1.02
10 O 2.58 0.52 3.06
11 O -2.70 0.51 -1.94
12 O 2.92 -1.29 1.63
13 H -0.25 -0.11 -2.56
14 H -2.46 1.36 0.80
15 H -4.50 0.03 -0.93
16 H -4.72 0.76 -2.25
17 H -4.01 1.88 -0.96
18 H 2.87 -1.02 -0.39
19 H 2.18 -2.53 0.02
20 H 3.87 -2.33 0.24
21 H 3.14 0.67 0.93
22 H 2.41 -0.28 3.52

Partial charges, Mulliken, in e: -0.5863 -0.0824 0.6166 0.0432 -0.7613 -0.6981 0.0554 -0.3204 -0.5378 -0.4018 -0.4065 -0.3873 0.5504 0.3942 0.3247 0.2983 0.2749 0.3885 0.2622 0.2541 0.3888 0.3303

=====

2.
Computed, not measured: a single C7H10N2O4S molecule in a non-equilibrium geometry, with ωB97M-V/def2-TZVPD.

Results
HOMO (spin up / spin down), eV: -7.776 / -7.853
Orbital gap (spin up / spin down), Eh: 0.22644 / 0.24784
Maximum force, eV Å⁻¹: 7.64
Relative energy (zero: lowest compared OMol25 entry of this formula, charge and spin), kJ/mol: 375.1

CARTESIAN COORDINATES (ANGSTROEM)
1 C 0.20 -1.38 -0.29
2 C 3.16 0.59 0.94
3 C 2.36 -0.45 0.66
4 C -1.69 0.59 -1.24
5 C -1.20 0.74 0.27
6 C -2.09 -0.94 -1.51
7 C 0.95 -0.35 0.52
8 N -1.07 -1.69 -0.94
9 N 0.15 0.86 0.67
10 O -3.06 -3.25 -1.17
11 O 0.99 -2.36 -0.54
12 O -0.84 -4.12 -1.65
13 O -1.49 -3.66 0.62
14 S -1.68 -3.40 -0.77
15 H 4.20 0.41 1.01
16 H 2.71 1.48 1.18
17 H 2.96 -1.33 0.43
18 H -2.43 1.36 -1.53
19 H -0.87 0.70 -1.96
20 H -1.77 1.73 0.57
21 H -1.53 -0.05 0.86
22 H -3.05 -1.26 -1.79
23 H 0.67 1.61 1.17
24 H 0.55 -3.16 -1.01

Partial charges, Mulliken, in e: 0.5631 -0.9408 -0.3768 -0.6691 -0.8528 -0.2131 0.2800 -0.1634 -0.1105 -0.6613 -0.4826 -0.6572 -0.5739 1.1760 0.2677 0.3021 0.2599 0.4228 0.3275 0.3151 0.5726 0.5345 0.2361 0.4440

=====

3.
Computed, not measured: a molecular structure, C7H10N2O4SY in a non-equilibrium geometry, with ωB97M-V/def2-TZVPD.

Results
HOMO, eV: -20.692
Orbital gap, Eh: 0.24517
Maximum force, eV Å⁻¹: 9.63
Charge: +3
Relative energy (zero: lowest compared OMol25 entry of this formula, charge and spin), kJ/mol: 0.0

CARTESIAN COORDINATES (ANGSTROEM)
1 Y 0.09 0.96 -1.75
2 O 3.18 -0.62 -1.25
3 C 2.24 -0.07 -1.58
4 C -1.74 2.18 -2.79
5 O -2.75 2.70 -2.90
6 C -0.66 -0.95 -2.95
7 O -1.16 -1.98 -3.25
8 C 1.17 3.09 -1.46
9 O 1.59 4.06 -1.01
10 H 1.27 1.24 -3.91
11 H 0.63 1.60 -4.08
12 C -1.33 -2.20 2.19
13 N -1.05 -1.36 1.01
14 C -0.67 -0.07 1.06
15 S -1.55 1.19 0.14
16 N 0.30 0.30 1.90
17 C 1.28 -0.50 2.63
18 H -0.92 -1.72 3.08
19 H -0.81 -3.15 2.01
20 H -2.40 -2.41 2.32
21 H -1.69 -1.52 0.24
22 H 0.43 1.30 1.89
23 H 2.30 -0.17 2.38
24 H 1.12 -0.34 3.71
25 H 1.13 -1.55 2.37

Partial charges, Mulliken, in e: 0.0714 0.0509 0.3795 0.3770 0.0364 0.3942 0.0082 0.3971 0.0555 0.1858 0.1828 -0.9884 -0.2089 0.5938 -0.1373 -0.2081 -0.9719 0.4093 0.3807 0.3164 0.2601 0.2814 0.3152 0.3690 0.4500

=====

4.
Computed, not measured: a molecular structure, C7H10N2OS2 in a non-equilibrium geometry, with ωB97M-V/def2-TZVPD.

Results
HOMO, eV: -8.721
Orbital gap, Eh: 0.33593
Maximum force, eV Å⁻¹: 5.94
Relative energy (zero: lowest compared OMol25 entry of this formula, charge and spin), kJ/mol: 286.7

CARTESIAN COORDINATES (ANGSTROEM)
1 C 2.18 -1.33 1.02
2 C 0.87 -0.72 0.33
3 C 0.33 -1.15 -1.01
4 C -0.21 -0.81 1.25
5 C -1.14 1.32 0.28
6 C -0.80 2.56 -1.41
7 C -1.87 3.26 -0.90
8 H 2.13 -2.26 1.44
9 H 2.82 -0.72 1.74
10 H 2.99 -1.58 0.24
11 H 1.06 0.43 0.24
12 H 0.87 -0.69 -2.03
13 H -0.91 -0.95 -1.23
14 H 0.34 -3.66 0.40
15 H -2.05 0.10 1.69
16 H -0.21 2.80 -2.37
17 H -2.47 3.94 -1.66
18 N -1.15 0.20 1.15
19 N -0.35 1.47 -0.65
20 O -0.40 -1.64 2.13
21 S 0.49 -2.97 -1.17
22 S -2.51 2.38 0.51

Partial charges, Mulliken, in e: -1.3582 0.7472 -0.4111 -0.1980 0.4231 -0.4148 -0.2945 0.3650 0.3295 0.3651 0.2896 0.3441 0.2320 0.1593 0.2837 0.3287 0.3172 -0.1529 -0.2540 -0.6420 -0.2816 -0.1773

=====

5.
Computed, not measured: a gas-phase ion, C7H10N3 (charge +1) in a non-equilibrium geometry, with ωB97M-V/def2-TZVPD.

Results
HOMO, eV: -13.563
Orbital gap, Eh: 0.34921
Maximum force, eV Å⁻¹: 4.75
Charge: +1
Relative energy (zero: lowest compared OMol25 entry of this formula, charge and spin), kJ/mol: 426.6

CARTESIAN COORDINATES (ANGSTROEM)
1 C 2.44 -0.27 0.53
2 C 1.73 -1.46 0.20
3 C 2.02 0.94 0.14
4 C 0.51 -1.43 -0.32
5 C -1.19 1.64 0.38
6 C 0.77 1.21 -0.61
7 C -2.51 -0.52 0.32
8 N -0.07 2.13 0.05
9 N -1.29 0.27 0.16
10 N -0.21 -0.21 -0.61
11 H 3.31 -0.43 1.02
12 H 2.17 -2.37 0.44
13 H 2.43 1.84 0.29
14 H 0.06 -2.27 -0.55
15 H -2.08 2.06 0.88
16 H 1.08 1.62 -1.68
17 H -3.13 -0.35 1.16
18 H -3.13 -0.46 -0.52
19 H -2.32 -1.50 0.32
20 H -0.60 -0.45 -1.61

Partial charges, Mulliken, in e: -0.2472 -0.3615 -0.8730 -0.5807 0.0112 0.4121 -1.0461 -0.5062 -0.3154 0.1213 0.4954 0.4563 0.4904 0.5951 0.3859 0.2573 0.3730 0.4656 0.4048 0.4617

=====

6.
Computed, not measured: 2 unconnected molecules or ions with the total composition C7H10N3 in a non-equilibrium geometry, with ωB97M-V/def2-TZVPD.

Results
HOMO (spin up / spin down), eV: -12.855 / -12.856
Orbital gap (spin up / spin down), Eh: 0.27324 / 0.27329
Maximum force, eV Å⁻¹: 8.28
Charge: +1
Relative energy (zero: lowest compared OMol25 entry of this formula, charge and spin), kJ/mol: 739.1

CARTESIAN COORDINATES (ANGSTROEM)
1 C 2.49 0.67 0.46
2 C 1.62 -0.13 0.24
3 C -2.94 1.07 -0.77
4 C -2.05 0.11 -1.08
5 C -2.18 0.47 1.10
6 C 3.60 1.43 0.48
7 C -0.50 -1.09 0.40
8 N -2.99 1.23 0.54
9 N -1.52 -0.30 0.11
10 N -0.02 -2.10 -0.61
11 H -3.72 1.67 -1.39
12 H -1.60 -0.10 -1.96
13 H -2.12 0.55 2.23
14 H 4.14 1.64 1.50
15 H 4.50 1.04 -0.16
16 H 3.39 2.50 -0.01
17 H -0.56 -1.57 1.37
18 H 0.98 -1.99 -0.55
19 H -0.20 -3.14 -0.38
20 H -0.32 -1.96 -1.52

Partial charges, Mulliken, in e: -0.5202 0.6814 -0.4443 -0.2229 -0.1006 -1.3052 0.0367 -0.4036 0.1805 -0.2650 0.3393 0.3905 0.3536 0.2955 0.2949 0.2686 0.3770 0.3395 0.3996 0.3047

=====

7.
Computed, not measured: a gas-phase ion, C7H10N3O (charge +1) in a non-equilibrium geometry, with ωB97M-V/def2-TZVPD.

Results
HOMO, eV: -11.186
Orbital gap, Eh: 0.28113
Maximum force, eV Å⁻¹: 5.19
Charge: +1
Relative energy (zero: lowest compared OMol25 entry of this formula, charge and spin), kJ/mol: 344.2

CARTESIAN COORDINATES (ANGSTROEM)
1 C 1.51 -0.89 0.14
2 C 1.26 1.32 -0.12
3 C 2.19 0.35 0.09
4 C 0.17 -0.70 -0.12
5 C -1.00 -1.50 -0.26
6 C -1.21 1.30 -0.51
7 C -2.36 0.53 -0.12
8 N 0.02 0.72 -0.22
9 N 3.56 0.38 0.29
10 N -2.15 -0.78 0.51
11 O -2.06 1.58 0.64
12 H 2.13 -1.80 0.25
13 H 1.33 2.38 -0.30
14 H -1.38 -1.84 -1.32
15 H -0.87 -2.55 0.23
16 H -1.02 2.10 -1.27
17 H -3.30 0.64 -0.61
18 H 3.92 -0.56 0.35
19 H 4.04 1.16 0.47
20 H -3.14 -1.32 0.49
21 H -1.64 -0.50 1.37

Partial charges, Mulliken, in e: -0.6822 -0.8311 0.9889 0.1009 -0.5201 -0.3590 -0.1909 0.0915 -0.4440 -0.2009 -0.4307 0.2847 0.4235 0.2760 0.3379 0.4793 0.5088 0.1670 0.1534 0.4162 0.4309

=====

8.
Computed, not measured: a gas-phase ion, C7H10N3S (charge +1) in a non-equilibrium geometry, with ωB97M-V/def2-TZVPD.

Results
HOMO, eV: -13.011
Orbital gap, Eh: 0.28987
Maximum force, eV Å⁻¹: 4.53
Charge: +1
Relative energy (zero: lowest compared OMol25 entry of this formula, charge and spin), kJ/mol: 219.1

CARTESIAN COORDINATES (ANGSTROEM)
1 C 1.17 0.35 -3.44
2 C 1.86 -0.80 -3.44
3 C 0.77 -0.30 -1.27
4 C -0.48 -0.97 3.11
5 C -0.68 -0.27 2.01
6 C -1.25 -0.72 4.36
7 C -0.26 1.73 -2.12
8 N -0.03 0.00 -0.16
9 N 0.16 -0.56 0.95
10 N 0.61 0.64 -2.23
11 S 1.71 -1.64 -1.87
12 H 1.11 1.01 -4.26
13 H 2.20 -1.36 -4.24
14 H 0.32 -1.73 3.08
15 H -1.46 0.61 2.03
16 H -0.69 -1.27 5.30
17 H -1.49 0.35 4.53
18 H -2.13 -1.20 4.15
19 H -1.25 1.41 -2.54
20 H -0.44 2.13 -1.13
21 H 0.25 2.60 -2.83

Partial charges, Mulliken, in e: -0.1598 -0.4673 0.3995 0.2195 -0.3537 -1.0628 -0.7983 0.0388 -0.3481 0.1808 0.0166 0.3619 0.4575 0.3694 0.2395 0.2770 0.3542 0.3371 0.3288 0.3383 0.2710

=====

9.
Computed, not measured: 2 unconnected molecules or ions with the total composition C7H10N4O in a non-equilibrium geometry, with ωB97M-V/def2-TZVPD.

Results
HOMO (spin up / spin down), eV: -7.665 / -9.494
Orbital gap (spin up / spin down), Eh: 0.30841 / 0.23284
Maximum force, eV Å⁻¹: 3.16
Spin multiplicity: 3
Relative energy (zero: lowest compared OMol25 entry of this formula, charge and spin), kJ/mol: 0.0
Expectation value of S²: 2.031

CARTESIAN COORDINATES (ANGSTROEM)
1 C 0.60 2.34 -0.75
2 C -2.95 -0.35 0.52
3 C -2.90 0.99 0.95
4 C -0.83 0.10 0.77
5 C 2.56 -0.25 -0.63
6 C 0.69 -1.92 -0.59
7 C 1.38 -0.83 0.16
8 N -1.76 -0.92 0.45
9 N 0.42 1.48 -1.57
10 N -1.62 1.23 1.12
11 N 0.45 0.19 0.57
12 O 0.68 3.13 0.13
13 H -3.82 -0.85 0.29
14 H -3.51 1.87 0.89
15 H 2.19 -0.17 -1.69
16 H 2.98 0.70 -0.31
17 H 3.44 -0.99 -0.51
18 H 1.51 -2.50 -1.17
19 H -0.09 -1.57 -1.28
20 H 0.18 -2.60 0.05
21 H 1.61 -1.18 1.20
22 H -1.22 2.10 1.39

Partial charges, Mulliken, in e: 0.8335 -0.4368 -0.1894 0.3194 -1.4634 -1.3126 0.5153 -0.3825 -0.4772 -0.0009 -0.5351 -0.4639 0.4810 0.3970 0.3524 0.3374 0.3814 0.3167 0.3222 0.4269 0.3377 0.2410

=====

10.
Computed, not measured: a molecular structure, C7H10N4O3Rh, with ωB97M-V/def2-TZVPD.

Results
HOMO (spin up / spin down), eV: -12.328 / -13.308
Orbital gap (spin up / spin down), Eh: 0.33781 / 0.26808
Maximum force, eV Å⁻¹: 0.83
Charge: +1
Spin multiplicity: 5
Expectation value of S²: 6.014

CARTESIAN COORDINATES (ANGSTROEM)
1 Rh 0.28 0.18 0.67
2 N -1.85 0.56 -0.29
3 C -2.09 2.01 -0.43
4 C -0.77 2.76 -0.62
5 O -0.64 3.65 -1.41
6 N 0.23 2.29 0.23
7 C 1.48 2.86 0.11
8 C 2.44 1.70 -0.76
9 O 3.27 2.22 -1.44
10 O 2.10 0.53 -0.46
11 H -1.88 0.09 -1.19
12 H -2.53 0.12 0.32
13 H -2.54 2.39 0.49
14 H -2.74 2.25 -1.27
15 H 2.05 2.87 1.04
16 H 1.52 3.79 -0.44
17 N 0.43 -3.98 -0.08
18 C 0.04 -4.13 1.23
19 C -0.17 -2.87 1.69
20 N 0.07 -1.97 0.67
21 C 0.44 -2.68 -0.38
22 H 0.67 -4.73 -0.71
23 H -0.05 -5.08 1.71
24 H -0.49 -2.55 2.67
25 H 0.73 -2.28 -1.34

Partial charges, Mulliken, in e: 0.8420 -0.4880 -0.4413 0.5848 -0.5291 -0.2991 -0.4515 0.7460 -0.4188 -0.6545 0.2495 0.2946 0.2660 0.3382 0.3296 0.3688 -0.0470 -0.2373 -0.5044 0.0190 -0.3848 0.2162 0.3888 0.4176 0.3949